Arrangement a

The following is a DFT calculation (ωB97M-V with the def2-TZVPD basis set) of 3 unconnected molecules or ions with the total composition C4H14O4.

Structure (ORCA input):
```
! wB97M-V def2-TZVPD RIJCOSX def2/J DEFGRID3
* xyz 0 1
O -1.539 1.765 -2.796
C -0.943 1.960 -1.497
C -0.083 0.645 -1.172
C -0.827 -0.266 -0.078
C -0.579 0.272 1.471
O -0.947 -0.650 2.399
H -2.256 1.234 -3.007
H -0.436 2.945 -1.675
H -1.842 2.095 -0.789
H 0.749 0.933 -0.479
H 0.288 0.149 -2.162
H -0.380 -1.316 -0.015
H -1.866 -0.212 -0.338
H -1.093 1.248 1.439
H 0.473 0.533 1.653
H -0.496 -1.588 2.181
O 3.026 -0.153 -0.187
H 3.787 0.151 0.223
H 2.256 0.480 -0.058
O 0.998 -3.058 1.493
H 1.304 -2.881 2.389
H 1.806 -2.670 1.027
*
```

## Properties
SMILES string: OCCCCO.O.O
HOMO level (hartree): -0.3691
E_LUMO (eV): 0.4

---

Arrangement b

The following is a DFT calculation (ωB97M-V with the def2-TZVPD basis set) of 3 unconnected molecules or ions with the total composition C4H14O4.

Structure (ORCA input):
```
! wB97M-V def2-TZVPD RIJCOSX def2/J DEFGRID3
* xyz 0 1
O 0.061 0.119 -2.267
C -0.491 -1.207 -2.076
C -0.807 -1.638 -0.661
C -1.658 -0.575 0.076
C -0.940 0.815 0.268
O -1.375 1.996 -0.363
H -0.568 0.531 -2.876
H -1.503 -1.419 -2.662
H 0.190 -1.792 -2.576
H -1.505 -2.593 -0.662
H 0.176 -1.690 -0.129
H -1.982 -1.004 1.079
H -2.657 -0.294 -0.422
H 0.022 0.632 -0.067
H -1.047 0.803 1.404
H -1.981 1.698 -1.099
O 3.123 2.180 4.833
H 2.524 2.966 4.907
H 3.360 1.943 3.930
O 2.689 -0.310 -0.257
H 2.478 -1.047 0.339
H 1.893 -0.114 -0.719
*
```

## Properties
SMILES string: OCCCCO.O.O
HOMO level (hartree): -0.3788
E_LUMO (eV): 0.5

---

It turns out arrangement b is the most stable, with the second structure 0.289 eV higher.

---

Arrangement a

The following is a DFT calculation (ωB97M-V with the def2-TZVPD basis set) of 3 unconnected molecules or ions with the total composition C4H14O4.

Structure (ORCA input):
```
! wB97M-V def2-TZVPD RIJCOSX def2/J DEFGRID3
* xyz 0 1
C -0.593 -0.682 1.173
C -0.556 0.795 0.736
O -1.300 1.663 1.604
C -1.105 1.049 -0.659
C -0.185 0.508 -1.746
O -0.820 0.651 -3.030
H 0.455 -0.951 1.103
H -1.255 -1.255 0.521
H -1.141 -0.803 2.101
H 0.471 1.119 0.683
H -1.220 1.312 2.495
H -2.103 0.644 -0.814
H -1.315 2.115 -0.812
H 0.768 1.036 -1.746
H -0.061 -0.555 -1.582
H -0.840 1.591 -3.230
O 2.005 -0.256 2.846
H 1.543 -0.964 3.301
H 2.834 -0.090 3.300
O 1.558 -2.085 -1.860
H 1.832 -2.996 -1.764
H 1.027 -1.848 -2.620
*
```

## Properties
SMILES string: C[C@H](O)CCO.O.O
HOMO level (hartree): -0.3603
E_LUMO (eV): 0.6

---

Arrangement b

The following is a DFT calculation (ωB97M-V with the def2-TZVPD basis set) of 3 unconnected molecules or ions with the total composition C4H14O4.

Structure (ORCA input):
```
! wB97M-V def2-TZVPD RIJCOSX def2/J DEFGRID3
* xyz 0 1
C 1.522 -2.459 0.357
C 1.521 -1.115 -0.355
O 1.789 -0.028 0.546
C 0.211 -0.853 -1.088
C 0.061 0.569 -1.661
O -1.316 0.893 -1.869
H 2.486 -2.996 0.259
H 0.727 -3.132 0.046
H 1.405 -2.302 1.441
H 2.296 -1.090 -1.128
H 2.500 -0.341 1.143
H 0.063 -1.537 -1.917
H -0.675 -1.018 -0.460
H 0.542 1.312 -1.046
H 0.459 0.570 -2.678
H -1.650 1.472 -1.154
O -1.209 0.410 2.578
H -0.302 0.409 2.190
H -1.505 -0.463 2.331
O -1.994 2.146 0.575
H -2.216 1.617 1.351
H -2.464 2.983 0.648
*
```

## Properties
SMILES string: C[C@H](O)CCO.O.O
HOMO level (hartree): -0.3492
E_LUMO (eV): 0.6

---

It turns out arrangement b is the most stable, with the second structure 0.680 eV higher.

---

Arrangement a

The following is a DFT calculation (ωB97M-V with the def2-TZVPD basis set) of C2H5NO2S2 in the gas phase.

Structure (ORCA input):
```
! wB97M-V def2-TZVPD RIJCOSX def2/J DEFGRID3
* xyz 0 1
H -0.924 -1.672 2.349
N -0.711 -1.224 1.496
C -1.369 -1.389 0.454
S -0.537 -0.459 -0.852
O -1.269 0.946 -0.895
O -0.452 -1.277 -2.036
S 1.430 -0.146 -0.133
C 1.453 1.700 -0.101
H -2.128 -2.295 0.215
H 2.342 1.973 -0.743
H 1.679 1.963 0.851
H 0.486 1.879 -0.603
*
```

## Properties
SMILES string: [H]/N=C/S(=O)(=O)SC
HOMO level (hartree): -0.3468
E_LUMO (eV): 0.0

---

Arrangement b

The following is a DFT calculation (ωB97M-V with the def2-TZVPD basis set) of C2H5NO2S2 in the gas phase.

Structure (ORCA input):
```
! wB97M-V def2-TZVPD RIJCOSX def2/J DEFGRID3
* xyz 0 1
H -3.280 -1.930 0.086
N -2.332 -1.612 0.249
C -2.056 -0.399 0.023
S -0.452 0.449 0.355
O -0.470 0.974 1.681
O -0.521 1.487 -0.620
S 1.094 -0.970 0.017
C 2.483 0.230 -0.263
H -2.624 0.371 -0.448
H 2.756 0.117 -1.293
H 3.294 0.037 0.436
H 2.108 1.246 -0.223
*
```

## Properties
SMILES string: [H]/N=C/S(=O)(=O)SC
HOMO level (hartree): -0.3618
E_LUMO (eV): 0.2

---

It turns out arrangement b is the most stable, with the second structure 0.975 eV higher.

---

Arrangement a

The following is a DFT calculation (ωB97M-V with the def2-TZVPD basis set) of C3H2N4O in the gas phase.

Structure (ORCA input):
```
! wB97M-V def2-TZVPD RIJCOSX def2/J DEFGRID3
* xyz 0 1
O -2.357 -0.667 0.645
C -1.314 -0.471 -0.049
N -0.777 0.441 -1.007
C 0.234 1.093 -0.683
C 0.770 0.647 0.632
N 1.076 -0.676 0.836
N 0.682 -1.645 0.056
N -0.499 -1.661 -0.243
H 0.954 1.584 -1.396
H 1.231 1.355 1.208
*
```

## Properties
SMILES string: O=c1nccnnn1
HOMO level (hartree): -0.3672
E_LUMO (eV): -1.2

---

Arrangement b

The following is a DFT calculation (ωB97M-V with the def2-TZVPD basis set) of C3H2N4O in the gas phase.

Structure (ORCA input):
```
! wB97M-V def2-TZVPD RIJCOSX def2/J DEFGRID3
* xyz 0 1
O 2.711 -0.489 -0.180
C 1.934 0.464 0.034
C 0.482 0.247 0.119
N -0.335 1.295 0.051
N -1.640 0.949 -0.036
C -1.870 -0.428 -0.036
N -0.992 -1.341 -0.052
N 0.358 -1.068 0.328
H 2.297 1.477 0.140
H -2.945 -1.107 -0.368
*
```

## Properties
SMILES string: O=Cc1nncnn1
HOMO level (hartree): -0.3827
E_LUMO (eV): -2.1

---

It turns out arrangement a is the most stable, with the second structure 0.295 eV higher.

---

Arrangement a

The following is a DFT calculation (ωB97M-V with the def2-TZVPD basis set) of a molecular structure, C36H34Cl2IN6O5SZr.

Structure (ORCA input):
```
! wB97M-V def2-TZVPD RIJCOSX def2/J DEFGRID3
* xyz -1 1
Zr 0.171 -0.010 0.120
C 0.234 2.268 -4.155
C -1.003 1.751 -3.472
N -2.163 1.833 -4.219
C -3.120 0.965 -4.143
C -3.172 -0.252 -3.344
C -3.993 -1.372 -3.937
O -5.364 -1.329 -3.493
C -2.610 -0.358 -2.120
C -2.196 0.909 -1.432
N -1.829 0.802 -0.026
C -2.831 0.713 0.892
C -4.134 0.258 0.600
C -5.106 0.172 1.582
C -4.841 0.535 2.897
C -3.576 1.012 3.216
C -2.615 1.105 2.229
I -0.736 1.921 2.687
C -0.951 1.323 -2.188
O 0.199 1.214 -1.504
H 0.294 1.876 -5.172
H 1.126 1.970 -3.606
H 0.216 3.360 -4.224
H -3.920 1.116 -4.874
H -3.613 -2.346 -3.640
H -3.980 -1.328 -5.032
H -5.561 -0.407 -3.299
H -2.972 1.684 -1.552
H -4.350 -0.071 -0.409
H -6.089 -0.198 1.313
H -5.602 0.457 3.663
H -3.343 1.319 4.227
C 3.238 -3.468 4.890
C 3.081 -1.971 5.115
N 3.193 -1.209 3.872
C 4.524 -0.700 3.562
C 4.758 0.694 4.126
C 2.119 -1.030 3.072
S 2.371 -0.057 1.669
N 1.021 -1.655 3.523
C -0.153 -1.685 2.916
O -0.473 -1.176 1.814
C -1.242 -2.419 3.634
C -0.986 -3.134 4.800
C -2.014 -3.804 5.445
C -3.303 -3.757 4.930
C -3.562 -3.042 3.769
C -2.534 -2.377 3.118
H 3.182 -4.005 5.839
H 4.199 -3.696 4.427
H 2.445 -3.828 4.236
H 3.864 -1.600 5.781
H 2.120 -1.753 5.573
H 4.663 -0.705 2.483
H 5.238 -1.409 3.988
H 4.058 1.398 3.678
H 5.773 1.027 3.905
H 4.621 0.706 5.209
H 0.024 -3.157 5.187
H -1.811 -4.364 6.349
H -4.107 -4.278 5.436
H -4.566 -2.995 3.367
H -2.726 -1.815 2.213
O 1.395 -3.000 -2.793
C -0.898 -3.073 -3.331
C -1.589 -6.081 -4.667
C -2.351 -7.035 -4.157
C -3.580 -5.177 -1.039
O -3.972 -6.189 -0.742
N -0.383 -1.658 -0.957
H -0.518 -6.062 -4.508
H -2.007 -5.260 -5.235
H -1.932 -7.840 -3.565
H -3.425 -7.039 -4.300
Cl 3.122 0.323 -1.606
C 2.503 -0.996 -2.571
C 2.905 -1.017 -3.954
C 2.145 -1.476 -4.978
C 0.819 -2.032 -4.855
C 0.410 -2.640 -3.724
Cl -1.447 -2.551 -1.929
C 1.645 -1.884 -2.017
N 1.020 -1.897 -0.796
H 3.833 -0.510 -4.194
H 2.516 -1.311 -5.984
H 0.106 -1.894 -5.658
*
```

## Properties
HOMO level (alpha / beta) (hartree): -0.1435 / -0.1436
E_LUMO (alpha / beta) (eV): 1.7 / 1.7

---

Arrangement b

The following is a DFT calculation (ωB97M-V with the def2-TZVPD basis set) of a molecular structure, C36H34Cl2IN6O5SZr.

Structure (ORCA input):
```
! wB97M-V def2-TZVPD RIJCOSX def2/J DEFGRID3
* xyz -1 1
Zr -0.610 -0.259 -0.482
C -0.392 3.599 -2.167
C 1.004 3.055 -2.195
N 1.862 3.542 -3.074
C 3.111 3.056 -3.084
C 3.574 2.106 -2.199
C 5.001 1.645 -2.296
O 5.809 2.086 -1.199
C 2.681 1.588 -1.242
C 3.146 0.610 -0.253
N 2.344 0.028 0.539
C 2.813 -0.902 1.474
C 3.881 -1.764 1.235
C 4.279 -2.676 2.198
C 3.608 -2.749 3.410
C 2.520 -1.921 3.649
C 2.121 -1.016 2.682
I 0.403 0.135 2.964
C 1.352 2.028 -1.274
O 0.404 1.531 -0.514
H -0.473 4.418 -2.878
H -0.647 3.943 -1.162
H -1.118 2.820 -2.406
H 3.777 3.456 -3.844
H 5.424 2.003 -3.240
H 5.059 0.556 -2.299
H 5.546 2.989 -0.997
H 4.224 0.436 -0.208
H 4.356 -1.744 0.263
H 5.101 -3.349 1.990
H 3.909 -3.469 4.161
H 1.968 -1.996 4.577
C -4.944 3.222 2.399
C -4.740 3.283 0.890
N -4.939 1.996 0.247
C -6.277 1.706 -0.241
C -6.487 2.168 -1.677
C -3.923 1.126 -0.018
S -2.342 1.516 0.615
N -4.215 0.084 -0.757
C -3.192 -0.760 -1.088
O -1.930 -1.700 1.138
C -3.748 -3.405 0.565
C -3.448 -4.001 1.774
C -4.266 -5.038 2.202
C -5.355 -5.439 1.437
C -5.640 -4.808 0.234
C -4.825 -3.774 -0.212
H -4.830 4.213 2.844
H -4.205 2.554 2.841
H -5.941 2.849 2.643
H -3.738 3.640 0.663
H -5.448 3.986 0.440
H -6.983 2.204 0.430
H -6.446 0.633 -0.169
H -6.316 3.242 -1.772
H -7.507 1.956 -2.007
H -5.791 1.645 -2.331
H -2.600 -3.660 2.351
H -4.049 -5.532 3.141
H -5.988 -6.246 1.784
H -6.492 -5.114 -0.359
H -5.024 -3.257 -1.144
O 2.842 -1.371 -2.806
C 1.782 -0.949 -3.207
C 1.455 -0.684 -4.686
C 0.094 0.011 -4.661
C -0.249 -0.038 -3.195
O -1.277 0.390 -2.634
N 0.699 -0.585 -2.438
H 1.438 -1.641 -5.207
H 2.252 -0.081 -5.119
H -0.683 -0.485 -5.242
H 0.136 1.056 -4.975
Cl 2.062 -4.429 -0.507
C 0.579 -3.919 -1.254
C 0.137 -4.518 -2.378
C -1.105 -4.137 -2.986
C -1.914 -3.246 -2.357
C -1.464 -2.610 -1.174
Cl -2.744 -1.973 -0.131
C -0.096 -2.770 -0.628
N 0.462 -1.915 0.146
H 0.736 -5.304 -2.820
H -1.408 -4.591 -3.920
H -2.887 -2.981 -2.750
*
```

## Properties
HOMO level (hartree): -0.1664
E_LUMO (eV): 2.4

---

It turns out arrangement b is the most stable, with the second structure 2.102 eV higher.